(1)
{"formula": "C8H28O6", "method": "the ωB97M-V functional and the def2-TZVPD basis", "species": ["H", "H", "H", "H", "O", "H", "H", "C", "H", "O", "H", "C", "C", "H", "O", "H", "H", "O", "H", "H", "O", "H", "H", "C", "H", "C", "C", "H", "H", "H", "H", "C", "C", "H", "H", "H", "H", "H", "H", "H", "H", "O"], "coordinates": [[1.85097, -2.94653, -1.14931], [-0.35774, 2.04311, -4.08345], [-1.86941, 1.18347, -4.63018], [0.50002, -1.75958, -1.22130], [2.58848, -0.37072, 1.67041], [-1.94097, 3.61044, 0.20171], [1.21697, 4.29572, 2.43525], [-0.82400, 0.69418, 1.28407], [1.01273, -2.44092, 0.32098], [-0.63119, -3.99561, -2.11494], [-2.75170, 1.05402, -2.43132], [-0.17160, -3.75652, -0.77754], [-1.41916, 1.85479, -3.90277], [4.08160, -3.28732, 2.29864], [-1.35299, 2.00514, 1.18721], [-0.70249, 2.58515, 1.62374], [2.00482, -1.96595, 2.85894], [0.45152, 3.72756, 2.58183], [-1.53233, 2.03171, -1.73085], [-0.00729, 0.50983, 0.57059], [-1.89473, 4.37455, -0.40098], [-1.42187, -1.31546, 0.86330], [-0.40183, 0.51241, 2.28179], [-1.68686, 1.28551, -2.51424], [0.50699, 3.46345, 3.50872], [0.88379, -2.65937, -0.74177], [2.91960, -1.49262, 2.47183], [2.11689, 0.26149, 2.22074], [-1.74746, 3.69959, -3.34618], [-0.99923, -3.35606, -0.18170], [-2.25875, -0.03957, -0.06323], [3.75345, -2.46596, 1.66916], [-1.86982, -0.32395, 0.91782], [3.13485, -2.84666, 0.85128], [0.23891, -4.68932, -0.37946], [3.42482, -1.22633, 3.41181], [4.54033, -2.01361, 1.06391], [-1.09751, 0.39113, -2.29952], [-2.73925, -0.34905, 1.57826], [-2.04931, 5.14389, 0.15673], [-1.41275, -4.55018, -2.01938], [-2.08651, 3.12411, -4.04060]], "atomic_forces_ev_per_a": [[-0.09, -0.01, -0.20], [0.05, -0.52, -0.12], [0.30, 0.14, -0.32], [0.13, 0.00, -0.11], [0.14, 0.06, 0.09], [0.03, 0.11, -0.32], [-0.11, -0.08, -0.11], [0.32, -0.58, -0.25], [0.22, 0.22, -0.06], [0.02, 0.06, 0.37], [0.05, -0.24, -0.11], [0.24, 0.51, -0.59], [-0.41, 0.84, 0.78], [0.26, -0.04, -0.12], [0.40, 0.11, 0.42], [-0.23, 0.03, -0.26], [-0.05, -0.24, -0.43], [0.14, -0.04, 0.30], [0.41, -0.01, -0.07], [0.11, 0.47, 0.08], [-0.01, -0.11, 0.24], [-0.05, -0.03, -0.03], [-0.19, 0.05, 0.06], [-0.29, 0.16, 0.10], [-0.03, 0.10, -0.11], [-0.40, -0.34, 0.34], [0.00, -0.15, 0.73], [-0.02, 0.03, -0.10], [-0.09, -0.01, 0.06], [-0.08, -0.51, 0.16], [0.08, -0.24, -0.07], [-0.84, 0.04, -0.98], [-0.60, 0.21, -0.14], [-0.20, -0.40, 0.34], [-0.19, 0.09, 0.31], [0.34, 0.40, -0.32], [0.44, 0.29, 0.80], [-0.02, 0.04, -0.04], [0.20, 0.04, 0.21], [-0.02, -0.06, -0.07], [0.05, 0.01, -0.27], [0.00, -0.40, -0.21]], "nbo_charge": [0.210, 0.158, 0.176, 0.216, -0.721, 0.494, 0.490, -0.057, 0.208, -0.724, 0.209, -0.065, -0.061, 0.215, -0.768, 0.501, 0.150, -0.954, 0.216, 0.167, -0.965, 0.205, 0.142, -0.647, 0.480, -0.623, -0.059, 0.467, 0.469, 0.155, 0.220, -0.638, -0.625, 0.212, 0.160, 0.153, 0.222, 0.205, 0.207, 0.465, 0.464, -0.730], "homo_lumo_gap_ev": 9.67, "relative_energy_ev": 0.367, "lumo_ev": -0.03}

(2)
{"formula": "C8H28O6", "method": "the ωB97M-V functional and the def2-TZVPD basis", "species": ["H", "O", "H", "H", "O", "O", "C", "C", "H", "C", "H", "H", "H", "C", "H", "H", "C", "H", "H", "H", "H", "H", "O", "H", "H", "C", "O", "H", "H", "H", "O", "H", "H", "H", "H", "C", "H", "C", "H", "H", "H", "H"], "coordinates": [[-3.81457, -3.65305, -0.60978], [2.36516, 3.70196, -1.75610], [4.23322, 3.99748, -4.66879], [-2.83388, -1.28293, 4.36313], [0.42462, 0.33605, -0.16417], [-3.50639, 0.79913, -5.02457], [-1.80464, -1.08278, 4.66100], [3.64417, 4.41326, -3.85133], [0.04854, 0.66808, 0.65432], [0.74492, -1.07238, -0.08168], [4.02459, 2.75321, -2.67738], [-1.25030, -1.70784, 3.96091], [4.95679, -1.63592, 2.76189], [3.14365, 3.34838, -2.91789], [-3.87044, -0.03490, -4.71887], [1.05949, -1.31431, 0.93352], [-4.28946, -3.58607, -1.58860], [1.75735, 2.96463, -1.66394], [-1.98365, 0.35785, -3.74481], [-1.98434, 2.07081, -4.28949], [-6.20172, -3.40139, -2.26414], [2.47018, 2.75091, -3.53235], [4.15329, -2.07613, 3.04857], [-3.84456, -2.64338, -1.90722], [2.83100, 4.98198, -4.30236], [-1.45319, 0.39969, 4.81824], [-5.73507, -3.44408, -1.42627], [4.30961, 5.08069, -3.30376], [3.39511, -2.63367, 4.92747], [-2.14721, 0.91486, 5.48235], [-1.33518, 1.02160, 3.53278], [-1.72700, -1.55153, 5.64199], [5.14273, -2.43843, 4.73537], [-0.13741, -1.71122, -0.12004], [-2.20665, 1.34631, 3.29465], [4.17075, -2.04637, 4.43594], [1.54004, -1.45691, -0.72045], [-2.23231, 1.04317, -4.55512], [4.01640, -1.02535, 4.78490], [-0.49081, 0.52579, 5.31425], [-1.47514, 0.82245, -5.30751], [-4.10769, -4.49966, -2.15464]], "atomic_forces_ev_per_a": [[-0.58, -0.58, 0.29], [0.86, 0.47, -0.75], [-0.08, -0.36, 0.14], [-0.28, 0.54, -0.02], [0.61, -0.79, -1.10], [-1.45, 0.57, -0.62], [-0.60, -0.38, 0.75], [-0.11, 1.23, 0.57], [0.07, -0.42, 0.23], [-0.66, 0.12, 2.03], [-0.12, -0.29, 0.53], [0.67, 0.62, 0.00], [-0.09, -0.01, -0.19], [-0.62, -1.11, -0.70], [0.35, 0.12, 0.12], [0.53, 0.23, 0.20], [-1.33, 0.40, 0.50], [-0.10, 0.06, 0.32], [0.06, 0.32, 0.43], [-0.87, 0.14, 0.31], [0.44, -0.03, -0.20], [0.17, -0.52, -0.08], [-0.61, -0.28, -1.22], [-0.03, -0.20, -1.04], [0.01, 0.15, 0.12], [0.50, -0.74, -0.76], [0.97, 0.01, 0.70], [-0.03, 0.31, -0.11], [-0.11, -0.29, -0.62], [-0.37, -0.01, -0.22], [-0.17, 0.27, 0.38], [0.13, -0.14, 0.13], [-0.01, 0.11, 0.72], [-0.30, 0.12, -0.86], [-0.03, 0.03, -0.15], [0.55, 0.32, 1.00], [-0.25, 0.79, -0.45], [1.89, -0.95, 0.23], [0.24, 0.16, 0.30], [0.18, -0.20, -0.19], [0.02, -0.19, -0.46], [0.53, 0.41, -0.25]], "nbo_charge": [0.185, -0.723, 0.216, 0.203, -0.746, -0.724, -0.642, -0.625, 0.483, -0.257, 0.153, 0.218, 0.465, -0.062, 0.473, 0.173, -0.259, 0.477, 0.163, 0.177, 0.467, 0.151, -0.717, 0.169, 0.206, -0.067, -0.740, 0.206, 0.179, 0.167, -0.728, 0.208, 0.159, 0.159, 0.466, -0.243, 0.188, -0.241, 0.157, 0.175, 0.152, 0.178], "homo_lumo_gap_ev": 10.49, "relative_energy_ev": 2.991, "lumo_ev": 0.39}

(3)
{"formula": "C8H28O6", "method": "the ωB97M-V functional and the def2-TZVPD basis", "species": ["C", "H", "H", "H", "H", "H", "H", "H", "C", "H", "H", "C", "C", "H", "H", "H", "H", "C", "H", "H", "O", "O", "C", "H", "C", "H", "H", "O", "H", "H", "H", "H", "O", "H", "O", "O", "H", "H", "H", "H", "C", "H"], "coordinates": [[-3.02788, 2.58096, -0.69023], [-3.08785, 3.46082, -1.33082], [3.82491, -1.70802, 2.75170], [-0.55473, 0.70023, -3.37313], [-1.00262, 0.27350, -0.37425], [-4.02990, 2.43244, -0.28775], [-2.82026, 1.16655, -1.94447], [2.67729, -1.52859, 0.16589], [-1.05868, -2.02531, -2.75854], [-1.20526, -1.52755, 3.58720], [0.67728, 1.78002, 0.53157], [-2.04162, -2.14089, 1.90106], [2.33903, 3.46916, 2.96024], [-2.34723, 2.87959, 0.10704], [0.78612, -0.51990, -1.89117], [3.17496, 4.13102, 2.73382], [-2.19298, -1.09386, 1.63856], [2.90427, -2.08586, 1.07475], [2.39808, 2.71625, 2.17428], [1.94675, -2.30300, 1.54816], [1.11009, -1.17988, -2.50848], [3.72411, -1.31526, 1.88154], [-0.31456, -0.06493, -4.11134], [0.44842, 0.36507, -4.76023], [0.09257, -1.40203, -3.47599], [-1.85566, -2.25294, -3.46643], [-1.16274, -0.18767, -4.78486], [2.56814, 2.90668, 4.26094], [-0.22326, 0.91711, 1.74487], [0.37212, -2.06713, -4.29306], [1.37273, 3.93943, 2.77801], [-3.00904, -2.59319, 2.11927], [-0.16623, -0.07788, -0.06028], [-0.70169, -2.95803, -2.32186], [-1.21449, -2.34094, 3.07739], [-2.34524, 1.43827, -1.15573], [-1.50571, -1.48924, -1.92135], [3.30776, -3.06482, 0.81606], [1.88912, 2.25210, 4.43998], [1.36578, 0.35505, 1.27571], [0.43853, 0.77868, 0.88990], [-1.55058, -2.61611, 1.05185]], "atomic_forces_ev_per_a": [[0.91, 1.02, 1.60], [0.23, -0.36, -0.74], [-0.07, -0.12, -0.07], [-0.11, -0.11, 0.23], [-0.21, 0.53, 0.07], [0.01, -0.53, 0.01], [0.23, -0.50, -0.25], [0.21, -0.06, -0.03], [-0.85, -1.23, 0.01], [-0.04, -0.02, -0.02], [-0.04, 0.05, -0.45], [0.28, -0.26, 0.75], [0.57, -0.76, -0.37], [-0.52, 0.42, 0.42], [-0.24, 0.06, 0.41], [-0.27, 0.28, 0.32], [0.13, 0.09, 0.17], [-1.20, -0.73, -0.45], [0.11, -0.45, 0.04], [-0.28, 0.11, 0.14], [0.96, -0.58, -1.05], [0.85, 0.83, 0.55], [0.07, 0.04, -0.65], [0.38, -0.14, 0.20], [-0.65, 1.88, 0.64], [-0.17, -0.15, 0.01], [-0.31, -0.11, 0.15], [-0.32, 0.55, -0.58], [-0.13, 0.00, 0.25], [0.75, -0.13, 0.35], [-0.04, 0.39, 0.64], [-0.09, -0.06, -0.33], [0.88, -0.34, -0.10], [-0.12, -0.18, -0.05], [-0.17, 0.34, -0.70], [-0.87, -0.10, -1.05], [0.27, 0.55, -0.12], [0.41, 0.00, -0.18], [-0.04, -0.04, -0.05], [-0.08, -0.32, -0.29], [-0.34, 0.23, 0.46], [-0.09, -0.09, 0.12]], "nbo_charge": [-0.259, 0.174, 0.466, 0.198, 0.498, 0.171, 0.477, 0.190, -0.626, 0.463, 0.162, -0.250, -0.255, 0.184, 0.484, 0.188, 0.165, -0.250, 0.161, 0.161, -0.732, -0.724, -0.634, 0.216, 0.092, 0.197, 0.200, -0.716, 0.150, 0.176, 0.160, 0.165, -0.760, 0.220, -0.732, -0.733, 0.198, 0.157, 0.463, 0.199, -0.252, 0.189], "homo_lumo_gap_ev": 10.10, "relative_energy_ev": 1.985, "lumo_ev": 0.32}

(4)
{"formula": "C8H28O8Y", "method": "the ωB97M-V functional and the def2-TZVPD basis", "species": ["C", "H", "C", "H", "H", "O", "C", "H", "H", "H", "H", "H", "H", "H", "C", "O", "H", "O", "H", "O", "C", "H", "H", "H", "H", "O", "H", "H", "H", "H", "H", "H", "H", "H", "C", "O", "H", "O", "H", "C", "C", "O", "H", "H", "Y"], "coordinates": [[0.28137, -0.05367, 1.54772], [0.28088, -0.45164, 0.53297], [-2.13104, 5.20631, 0.51520], [0.67698, -4.62766, 1.29216], [1.55320, -4.62499, -0.23904], [1.70089, 0.05003, 1.95341], [1.66780, -4.55979, 0.84296], [-1.71329, -4.98365, 2.83201], [-2.74081, 5.82338, -0.14473], [-2.40966, 1.99380, -2.93665], [2.32814, -1.39163, -3.38453], [1.43451, -0.86495, -0.92954], [1.95344, 3.32261, -0.98592], [-1.72525, 5.85556, 1.29103], [-2.36208, -4.37802, 2.19924], [1.80564, -1.64095, -1.35581], [0.94968, -0.50509, -2.68683], [0.27258, 2.56816, 1.32809], [-1.37320, 1.30742, 0.98081], [-1.67927, -3.21808, 1.82535], [-0.52612, 1.35853, 1.66488], [-0.86131, 3.86661, 0.24163], [-0.95061, 1.48599, 2.66069], [3.72058, 1.90943, -0.70304], [-0.68867, 1.59090, -3.17591], [-1.11360, 4.64251, -0.26426], [-1.25659, -2.75585, 2.55288], [-1.33725, 1.85262, -1.53929], [0.91044, -2.30628, -2.94208], [-0.23462, -0.88559, 2.02708], [-2.67359, 4.44231, 1.07202], [-3.24807, -4.17002, 2.79913], [2.22806, 2.31183, -2.33916], [2.18598, -5.45919, 1.17563], [1.93213, 2.27630, -1.29071], [2.25717, -3.32680, 1.07849], [-2.73757, -4.90314, 1.32097], [2.83611, 1.67681, -0.41119], [1.60708, -2.69131, 0.77003], [-1.55543, 1.45280, -2.52957], [1.51053, -1.43947, -2.66527], [-1.67997, 0.07485, -2.51206], [-2.56196, -0.09325, -2.17232], [0.91080, 1.91827, -1.16112], [2.55598, 2.34399, 1.86463]], "atomic_forces_ev_per_a": [[1.30, 1.68, -0.05], [-0.05, 0.61, -0.53], [-0.18, 0.75, 0.40], [-0.23, 0.03, 0.05], [-0.25, -0.59, -0.21], [-0.51, 3.59, 0.07], [-1.17, -0.87, -1.03], [-0.05, -0.53, -0.28], [-0.34, -0.25, 0.24], [-0.06, -0.08, -0.11], [0.54, 0.09, 0.37], [0.40, -0.34, 0.60], [-0.77, 0.45, -0.37], [0.17, 0.31, 0.06], [-0.33, -0.30, 1.09], [1.27, 0.31, 2.74], [-0.38, -0.14, -1.03], [2.78, -1.71, 1.28], [0.02, 0.07, -0.19], [0.29, 1.03, -1.12], [1.34, -0.67, -0.39], [0.68, -0.34, -0.10], [0.26, -0.05, 0.15], [0.43, -0.39, -0.49], [0.00, 0.70, -0.03], [0.39, -0.52, -0.18], [-0.24, -0.47, 0.31], [0.01, 0.24, 0.22], [-0.42, 0.33, -0.71], [0.01, 0.39, 0.90], [-0.53, -0.02, -0.36], [-0.17, 0.25, 0.12], [0.24, -0.76, 0.10], [0.71, 0.55, 0.22], [-1.44, 2.51, -0.97], [0.74, 0.57, 1.13], [0.53, 0.03, -0.07], [1.51, -0.87, 1.81], [0.28, 0.21, -0.11], [1.01, 0.79, -0.40], [-1.42, -0.17, -2.05], [-0.90, -1.02, 0.35], [-0.05, -0.58, 0.04], [0.40, -0.30, 0.10], [-5.85, -4.52, -1.55]], "mulliken_charge": [0.849, -0.164, -0.574, 0.052, 0.257, -0.726, -0.413, 0.290, 0.248, 0.395, 0.241, 0.206, 0.381, 0.240, -0.664, -0.410, -0.029, -0.675, 0.236, -0.443, -0.505, 0.224, 0.425, 0.366, 0.202, -0.469, 0.244, 0.032, 0.253, -0.172, 0.264, 0.268, 0.394, 0.291, -0.330, -0.420, 0.228, -0.503, 0.260, -0.401, -0.327, -0.458, 0.287, -0.076, 1.626], "charge": 1, "homo_lumo_gap_ev": 5.27, "lumo_ev": -6.11}